Record 1
A molecular structure, C32H47N11O12P at a distorted geometry, computed with ωB97M-V/def2-TZVPD.

Values from the calculation:
- E_LUMO (eV) = 6.06
- net charge = -3
- energy above the lowest of the compared OMol25 structures with the same formula, charge and spin (eV) = 0.395
- HOMO level (eV) = -0.52

Atoms and positions in Å:
P: 0.14199 -0.10571 -0.19365
O: 0.45099 1.25129 -0.81965
O: -0.85801 -0.99071 -1.01165
O: -0.66601 0.12329 1.04335
O: 1.34499 -0.81371 0.00135
N: 0.36499 3.41129 0.45635
C: -0.76201 3.95229 1.15435
C: -0.45501 5.31829 1.59735
C: 0.84999 5.62229 1.02635
C: 1.39099 4.24929 0.57835
H: 0.31099 2.35929 0.11135
H: -1.47601 3.32829 1.35535
H: -1.17301 5.85529 2.09635
H: 1.47499 6.52429 1.27235
H: 2.36299 3.90529 0.23535
N: -1.22801 -3.52871 -0.79965
C: -0.18801 -4.45371 -0.56065
C: -0.79901 -5.79071 -0.22665
C: -2.28601 -5.51071 -0.21465
C: -2.46401 -4.09371 -0.56965
H: -1.10201 -2.44571 -0.98865
H: 0.84599 -4.00171 -0.53365
H: -0.33801 -6.61871 -0.32465
H: -3.05401 -6.26271 -0.42365
H: -3.39401 -3.37071 -0.68165
N: -1.32601 0.63429 3.38635
C: -2.22201 -0.09571 4.13435
C: -2.40601 0.64429 5.47835
C: -1.40201 1.77929 5.38435
C: -0.81601 1.74529 3.95435
H: -1.02401 0.27729 2.28735
H: -2.85901 -0.91871 3.84335
H: -3.02901 0.41729 6.15035
H: -1.25201 2.65129 6.07935
H: -0.11001 2.21929 3.39435
N: 3.44899 0.34229 -0.77865
C: 3.68199 1.57229 -1.39765
C: 5.18399 1.72429 -1.50065
C: 5.85099 0.64629 -0.86065
C: 4.71899 -0.42171 -0.53465
H: 2.41799 0.08729 -0.44765
H: 2.81899 2.02929 -1.73565
H: 5.78899 2.49729 -2.08665
H: 6.91499 0.41829 -0.77965
H: 4.66699 -1.40871 -0.47965
N: 0.81799 2.37629 -3.73165
C: 0.34199 3.69729 -3.81365
C: 0.77399 4.16329 -5.24065
C: 1.67699 3.11829 -5.72065
C: 1.55099 1.90629 -4.70065
H: 0.68199 1.72529 -2.81865
H: -0.21301 4.27229 -2.98365
H: 0.59999 5.13129 -5.75865
H: 2.11699 3.26329 -6.81865
H: 2.15799 0.97329 -4.89065
N: 2.88699 -2.58171 1.17235
C: 3.35399 -2.46671 2.52035
C: 4.38699 -3.56171 2.66935
C: 4.50799 -4.20771 1.34635
C: 3.48699 -3.50171 0.40835
H: 2.21699 -1.89671 0.86935
H: 3.03899 -1.83571 3.20835
H: 4.75099 -3.81871 3.68835
H: 5.04099 -5.14371 1.16435
H: 3.21699 -3.56571 -0.68965
N: -2.25901 -0.84171 -3.71365
C: -2.00101 -0.05371 -4.79065
C: -3.10801 -0.08171 -5.88065
C: -4.08001 -0.94071 -5.21665
C: -3.47301 -1.61171 -3.97465
H: -1.58201 -0.83271 -2.83365
H: -1.00801 0.41229 -4.85665
H: -3.13001 0.58629 -6.69865
H: -5.08501 -1.30871 -5.62065
H: -3.67901 -2.37371 -3.25165
C: 2.36699 0.86829 2.21735
N: 3.02299 1.18429 3.48935
O: 2.55999 2.09829 4.23835
O: 4.05499 0.50529 3.75635
H: 2.88799 0.19929 1.65635
H: 2.55099 2.00029 1.92035
H: 1.32399 0.21629 2.29235
C: -3.67501 -0.78671 0.64335
N: -4.84801 -1.63971 1.02235
O: -5.69701 -1.89971 0.12935
O: -4.78101 -2.00171 2.21835
H: -3.84301 -0.00571 1.17435
H: -3.73001 -0.65571 -0.31465
H: -2.73901 -1.24771 0.96035
C: -0.27301 -2.84271 2.59635
N: -1.00501 -3.41171 3.65035
O: -0.26301 -3.62771 4.62935
O: -2.18801 -3.58171 3.63335
H: 0.70499 -3.32371 2.24835
H: -0.10301 -1.79871 2.88635
H: -0.95501 -2.78471 1.70035
C: -2.65301 2.07729 -1.38065
N: -3.67801 2.92129 -0.63165
O: -4.58001 2.30429 -0.05965
O: -3.46001 4.09429 -0.50865
H: -2.36001 1.36529 -0.50865
H: -1.99601 2.69929 -1.86565
H: -2.97701 1.31929 -1.90665

Results of the Löwdin charge analysis, in e, for atoms 1 through 4:
1. P -0.07
2. O -0.34
3. O -0.39
4. O -0.31


Record 2
A molecular structure, C32H48AsCl2N3O3SbTi at a distorted geometry, computed with ωB97M-V/def2-TZVPD.

Values from the calculation:
- E_LUMO (eV) = -4.74
- net charge = +1
- energy above the lowest of the compared OMol25 structures with the same formula, charge and spin (eV) = 3.005
- HOMO level (eV) = -10.12

Atoms and positions in Å:
Ti: 1.81575 -1.48971 0.79466
O: 0.97165 -7.91256 -1.19404
C: 0.44850 -6.98646 -1.79967
O: -0.29287 -6.91357 -2.77078
C: 0.82522 -5.58766 -1.21123
C: 0.37652 -4.42738 -1.84308
C: 0.79005 -3.20106 -1.34479
N: 1.48649 -3.16609 -0.19500
C: 2.10968 -4.25445 0.29938
C: 1.77095 -5.50695 -0.18213
C: 3.30284 -3.88036 1.09831
C: 4.10552 -4.78214 1.78141
C: 5.28992 -4.32767 2.33742
C: 5.64829 -2.98906 2.19664
C: 4.77653 -2.13259 1.53770
N: 3.63649 -2.56227 1.00494
C: 0.86522 -1.90261 -2.05005
C: 0.48484 -1.73998 -3.37502
C: 0.91532 -0.60593 -4.04572
C: 1.70212 0.32789 -3.37730
C: 1.98919 0.12423 -2.03425
N: 1.57532 -0.95450 -1.37677
H: -0.22476 -4.56049 -2.73021
H: 2.22490 -6.43343 0.13546
H: 3.80756 -5.81495 1.86374
H: 5.93127 -5.01291 2.87115
H: 6.57711 -2.60835 2.59133
H: 4.99487 -1.07173 1.42914
H: -0.09436 -2.50017 -3.87384
H: 0.65581 -0.46355 -5.08374
H: 2.08310 1.20631 -3.87734
H: 2.55055 0.85435 -1.45904
Cl: -0.79031 -1.11449 0.80206
C: -0.94849 -1.09419 2.58408
Cl: 1.76859 0.75579 1.24800
H: -1.23313 -2.11510 2.84450
H: -1.74423 -0.38695 2.80994
C: -3.63315 2.89469 -3.24533
C: -2.45102 1.96054 -3.04724
C: -1.37879 2.28243 -4.07938
C: -2.89559 0.51389 -3.25115
Sb: -1.49631 2.02528 -1.03994
C: -0.41216 3.97151 -1.01076
C: 0.86992 3.73450 -1.80693
C: -1.17227 5.15261 -1.59200
C: -0.02322 4.26609 0.43419
C: -3.16315 2.24626 0.41747
C: -4.08679 3.43854 0.22154
C: -3.97679 0.95819 0.33965
C: -2.51676 2.34053 1.80081
H: -3.93398 2.88433 -4.29437
H: -3.40466 3.92402 -2.98227
H: -4.49665 2.57561 -2.66596
H: -1.75428 2.04055 -5.07487
H: -0.46995 1.70674 -3.92171
H: -1.11960 3.33818 -4.08281
H: -3.30141 0.39317 -4.25665
H: -3.67169 0.20973 -2.55208
H: -2.06019 -0.18086 -3.14619
H: 0.68538 3.55779 -2.86209
H: 1.42620 2.88626 -1.40977
H: 1.51200 4.61322 -1.72992
H: -1.38771 5.01851 -2.64938
H: -0.57087 6.05858 -1.50056
H: -2.11125 5.33866 -1.07486
H: 0.36948 3.38841 0.94716
H: -0.86316 4.65349 1.00548
H: 0.75586 5.02928 0.45142
H: -4.71355 3.33480 -0.66042
H: -3.54142 4.37692 0.14462
H: -4.75343 3.52507 1.08259
H: -4.41071 0.80325 -0.64609
H: -4.80524 1.00906 1.04911
H: -3.38430 0.07721 0.58579
H: -2.20308 3.35366 2.03541
H: -1.63921 1.69648 1.89873
H: -3.24094 2.04486 2.56277
C: 0.15144 -1.93998 5.17842
As: 0.66360 -0.73768 3.75504
C: 2.54865 -0.48527 4.21980
C: 0.01079 0.97476 4.47835
O: 1.39978 -2.07693 2.33539
H: 0.66843 -1.63606 6.09282
H: 0.43659 -2.96108 4.92012
H: -0.92603 -1.89874 5.34097
H: 2.53327 -0.01489 5.20604
H: 3.07423 0.15372 3.51039
H: 3.02152 -1.46741 4.27590
H: 0.34888 1.04771 5.51300
H: -1.07559 1.01831 4.46052
H: 0.41688 1.81220 3.91335

Results of the Löwdin charge analysis, in e, for atoms 1 through 4:
1. Ti 0.66
2. O 0.01
3. C -0.71
4. O 0.01


Q: Among the records above, which one has the lowest HOMO level?
A: C32H48AsCl2N3O3SbTi